No. 1
Here is 2 unconnected molecules or ions with the total composition C3H10N2O in a non-equilibrium geometry from the Open Molecules 2025 dataset. Energies are from ωB97M-V/def2-TZVPD.

## Properties
structure (SMILES)	C/C(N)=C/N.O
highest occupied orbital energy	-0.259	Eh
energy above the lowest of the compared OMol25 structures with the same formula, charge and spin	27.4	kcal/mol
lowest unoccupied orbital energy	0.0316	hartree
orbital gap	7.92	eV

Each atom is followed by the atoms it is bonded to, with distances in Å.
Geometry (Å):
1 C -1.9037 -0.5208 -1.6199  C2 1.482, H6 1.106, H7 1.086, H8 1.094
2 C -0.7885 -0.3552 -0.6579  C1 1.482, N3 1.435, C4 1.331
3 N 0.4793 0.1153 -1.1389  C2 1.435, H9 1.023, H10 1.015
4 C -0.9442 -0.4959 0.6568  C2 1.331, N5 1.390, H11 1.087
5 N 0.0924 -0.2740 1.5558  C4 1.390, H12 1.004, H13 0.999
6 H -2.1621 0.3482 -2.2531  C1 1.106
7 H -1.7288 -1.3090 -2.3458  C1 1.086
8 H -2.8473 -0.7749 -1.1284  C1 1.094
9 H 0.5811 -0.0778 -2.1386  N3 1.023
10 H 0.6241 1.0976 -0.9305  N3 1.015
11 H -1.9037 -0.8524 1.0218  C4 1.087
12 H 0.9921 -0.1185 1.1374  N5 1.004
13 H -0.0656 -0.6571 2.4647  N5 0.999
14 O 3.0023 1.4243 1.4900  H15 0.962, H16 0.968
15 H 3.4294 0.5646 1.5576  O14 0.962
16 H 3.1432 1.8856 2.3289  O14 0.968

***

No. 2
Here is 2 unconnected molecules or ions with the total composition C3H10N2O from the Open Molecules 2025 dataset. Energies are from ωB97M-V/def2-TZVPD.

## Properties
highest occupied orbital energy (alpha / beta)	-0.262 / -0.262	Eh
energy above the lowest of the compared OMol25 structures with the same formula, charge and spin	96.4	kcal/mol
lowest unoccupied orbital energy (alpha / beta)	0.0034 / 0.0035	hartree
orbital gap (alpha / beta)	7.21 / 7.22	eV

Each atom is followed by the atoms it is bonded to, with distances in Å.
Geometry (Å):
1 C 0.4658 0.0491 1.8829  N4 1.289, H10 1.080, H11 1.077
2 C -0.3329 -1.2653 0.0419  N4 1.472, N5 1.431, H12 1.090, H13 1.210
3 C -0.3814 1.8103 -1.3018  O6 1.382, H14 1.113, H15 1.105, H16 1.113
4 N -0.2271 -0.9592 1.4777  C1 1.289, C2 1.472, H7 1.013
5 N 0.9521 -1.2721 -0.5874  C2 1.431, H8 1.009, H9 1.009
6 O -0.9672 1.2367 -0.1889  C3 1.382
7 H -0.9701 -1.3069 2.0724  N4 1.013
8 H 1.0189 -0.6100 -1.3460  N5 1.009
9 H 1.2891 -2.1809 -0.8682  N5 1.009
10 H 0.3326 0.4288 2.8854  C1 1.080
11 H 1.1934 0.4711 1.2094  C1 1.077
12 H -0.9047 -2.1884 -0.0556  C2 1.090
13 H -0.8585 -0.2197 -0.2667  C2 1.210
14 H 0.7123 1.9864 -1.1984  C3 1.113
15 H -0.8160 2.8022 -1.5213  C3 1.105
16 H -0.5063 1.2179 -2.2354  C3 1.113

***

No. 3
Here is 2 unconnected molecules or ions with the total composition C3H10N2O in a non-equilibrium geometry from the Open Molecules 2025 dataset. Energies are from ωB97M-V/def2-TZVPD.

## Properties
structure (SMILES)	C=CN.NCO
highest occupied orbital energy	-0.307	Eh
energy above the lowest of the compared OMol25 structures with the same formula, charge and spin	45.3	kcal/mol
lowest unoccupied orbital energy	0.0302	hartree
orbital gap	9.17	eV

Each atom is followed by the atoms it is bonded to, with distances in Å.
Geometry (Å):
1 C 1.6816 2.6418 0.9529  C2 1.330, H4 1.077, H5 1.087
2 C 2.6178 3.5861 0.9707  C1 1.330, N3 1.386, H6 1.088
3 N 3.9188 3.4597 0.5089  C2 1.386, H7 1.013, H8 1.010
4 H 0.8449 2.6685 1.6298  C1 1.077
5 H 1.8679 1.7329 0.3870  C1 1.087
6 H 2.3477 4.6270 1.1380  C2 1.088
7 H 4.0722 2.7238 -0.1704  N3 1.013
8 H 4.3493 4.3025 0.1577  N3 1.010
9 N -1.9650 -2.6156 -1.7399  C10 1.446, H12 1.013, H13 1.016
10 C -2.9402 -3.2918 -0.9137  N9 1.446, O11 1.412, H14 1.089, H15 1.092
11 O -2.7266 -3.1888 0.4785  C10 1.412, H16 0.961
12 H -1.0443 -2.6027 -1.3167  N9 1.013
13 H -2.2040 -1.6380 -1.8772  N9 1.016
14 H -2.8975 -4.3517 -1.1603  C10 1.089
15 H -3.9138 -2.9094 -1.2279  C10 1.092
16 H -3.1667 -2.4009 0.8085  O11 0.961

***

No. 4
Here is a single C3H10N2O molecule in a non-equilibrium geometry from the Open Molecules 2025 dataset. Energies are from ωB97M-V/def2-TZVPD.

## Properties
structure (SMILES)	CN[C@H](O)CN
highest occupied orbital energy	-0.331	Eh
energy above the lowest of the compared OMol25 structures with the same formula, charge and spin	56.3	kcal/mol
lowest unoccupied orbital energy	0.0338	hartree
orbital gap	9.92	eV

Each atom is followed by the atoms it is bonded to, with distances in Å.
Geometry (Å):
1 C -0.7932 0.8692 1.9176  N2 1.651, H7 1.090, H8 1.094, H9 1.089
2 N 0.0376 0.6860 0.5025  C1 1.651, C3 1.412, H10 1.089
3 C -0.1012 -0.5913 -0.0831  N2 1.412, O4 1.422, C5 1.564, H11 1.097
4 O 0.3063 -1.7176 0.6836  C3 1.422, H12 0.966
5 C 0.7060 -0.5148 -1.4205  C3 1.564, N6 1.442, H13 1.090, H14 1.095
6 N 0.2061 0.4125 -2.4051  C5 1.442, H15 1.018, H16 1.017
7 H -0.4856 1.7598 2.4657  C1 1.090
8 H -0.7761 -0.0225 2.5516  C1 1.094
9 H -1.8160 1.0193 1.5736  C1 1.089
10 H 0.7405 0.7238 1.3330  N2 1.089
11 H -1.1560 -0.7853 -0.3136  C3 1.097
12 H 1.2390 -1.6052 0.9086  O4 0.966
13 H 0.7075 -1.5201 -1.8423  C5 1.090
14 H 1.7421 -0.2449 -1.1895  C5 1.095
15 H -0.7485 0.1832 -2.6756  N6 1.018
16 H 0.1917 1.3479 -2.0067  N6 1.017

***

No. 5
Here is a single C3H10N2O molecule in a non-equilibrium geometry from the Open Molecules 2025 dataset. Energies are from ωB97M-V/def2-TZVPD.

## Properties
structure (SMILES)	CN[C@@](C)(N)O
highest occupied orbital energy	-0.303	Eh
energy above the lowest of the compared OMol25 structures with the same formula, charge and spin	38.6	kcal/mol
lowest unoccupied orbital energy	0.0364	hartree
orbital gap	9.22	eV

Each atom is followed by the atoms it is bonded to, with distances in Å.
Geometry (Å):
1 C 1.7721 0.1784 0.8627  N2 1.446, H7 1.091, H8 1.098, H9 1.096
2 N 0.7780 -0.6707 0.2456  C1 1.446, C3 1.660, H10 1.014
3 C -0.7412 -0.0796 -0.0665  N2 1.660, C4 1.501, N5 1.415, O6 1.387
4 C -0.4809 0.9470 -1.1297  C3 1.501, H11 1.086, H12 1.085, H13 1.142
5 N -1.4897 -1.1921 -0.5169  C3 1.415, H14 1.010, H15 1.012
6 O -1.2189 0.5123 1.0931  C3 1.387, H16 0.966
7 H 1.2941 1.0260 1.3570  C1 1.091
8 H 2.5008 0.5959 0.1547  C1 1.098
9 H 2.3036 -0.3790 1.6422  C1 1.096
10 H 1.1534 -1.3730 -0.3816  N2 1.014
11 H -1.3723 1.1338 -1.7208  C4 1.086
12 H -0.1118 1.8777 -0.7112  C4 1.085
13 H 0.4218 0.4272 -1.5986  C4 1.142
14 H -2.1662 -0.9877 -1.2385  N5 1.010
15 H -1.5714 -1.9244 0.1768  N5 1.012
16 H -1.0714 -0.0919 1.8317  O6 0.966

***

No. 6
Here is 2 unconnected molecules or ions with the total composition C3H10N2O in a non-equilibrium geometry from the Open Molecules 2025 dataset. Energies are from ωB97M-V/def2-TZVPD.

## Properties
structure (SMILES)	[H]/N=C/NCC.O
highest occupied orbital energy	-0.328	Eh
energy above the lowest of the compared OMol25 structures with the same formula, charge and spin	15.8	kcal/mol
lowest unoccupied orbital energy	0.0390	hartree
orbital gap	9.98	eV

Each atom is followed by the atoms it is bonded to, with distances in Å.
Geometry (Å):
1 H -0.5098 2.0132 1.9547  N2 1.003
2 N -0.0510 1.1846 1.6241  H1 1.003, C3 1.287
3 C 0.0437 1.1478 0.3415  N2 1.287, N4 1.353, H7 1.096
4 N 0.4779 0.0894 -0.3811  C3 1.353, C5 1.452, H8 1.020
5 C 0.2526 0.0584 -1.8153  N4 1.452, C6 1.530, H9 1.088, H10 1.089
6 C -1.0915 -0.5920 -2.1488  C5 1.530, H11 1.087, H12 1.089, H13 1.092
7 H -0.1210 2.0820 -0.2076  C3 1.096
8 H 0.6518 -0.6795 0.2656  N4 1.020
9 H 0.3174 1.0672 -2.2184  C5 1.088
10 H 1.0808 -0.5133 -2.2309  C5 1.089
11 H -1.9048 -0.1414 -1.5864  C6 1.087
12 H -1.2702 -0.5839 -3.2233  C6 1.089
13 H -1.0191 -1.6380 -1.8419  C6 1.092
14 O 0.4011 -1.5130 2.1464  H15 0.964, H16 1.003
15 H 0.7781 -1.7554 2.9995  O14 0.964
16 H 0.2887 -0.5256 2.2803  O14 1.003

***

No. 7
Here is a single C3H10N2O2 molecule in a non-equilibrium geometry from the Open Molecules 2025 dataset. Energies are from ωB97M-V/def2-TZVPD.

## Properties
structure (SMILES)	CON(C)CNO
highest occupied orbital energy	-0.333	Eh
energy above the lowest of the compared OMol25 structures with the same formula, charge and spin	119.5	kcal/mol
lowest unoccupied orbital energy	0.0381	hartree
orbital gap	10.09	eV

Each atom is followed by the atoms it is bonded to, with distances in Å.
Geometry (Å):
1 C 2.4524 0.6794 0.3456  O2 1.404, H8 1.097, H9 1.091, H10 1.095
2 O 1.5489 0.0273 -0.5092  C1 1.404, N3 1.546
3 N 0.1902 -0.1986 0.1928  O2 1.546, C4 1.446, C5 1.427
4 C -0.1272 -1.6052 0.0894  N3 1.446, H11 1.089, H12 1.091, H13 1.096
5 C -0.6092 0.6489 -0.6319  N3 1.427, N6 1.538, H14 1.097, H15 1.091
6 N -1.8983 0.9366 0.1554  C5 1.538, O7 1.424, H16 1.019
7 O -2.8134 -0.1540 0.1583  N6 1.424, H17 0.967
8 H 2.0521 1.6348 0.7059  C1 1.097
9 H 3.3534 0.8672 -0.2407  C1 1.091
10 H 2.7028 0.0549 1.2094  C1 1.095
11 H 0.5789 -2.1646 0.7004  C4 1.089
12 H -1.1394 -1.7457 0.4708  C4 1.091
13 H -0.0846 -1.9699 -0.9434  C4 1.096
14 H -0.9170 0.2112 -1.5899  C5 1.097
15 H -0.1545 1.6340 -0.7441  C5 1.091
16 H -1.6570 1.0694 1.1368  N6 1.019
17 H -3.4780 0.0743 -0.5056  O7 0.967